Entry 1:
DFT (ωB97M-V/def2-TZVPD) results for a structure of composition C9H10Cl20F2Ga.

Geometry (Å):
1 Ga 3.037 4.358 -2.799
2 Cl -2.233 -1.598 7.708
3 Cl -4.566 -1.110 6.085
4 Cl -1.816 -4.782 -0.202
5 Cl -7.320 -9.207 3.403
6 Cl -5.254 -7.282 3.989
7 Cl -5.362 -0.368 -3.954
8 Cl 0.137 -1.303 -0.350
9 Cl -6.162 1.049 -1.572
10 Cl 0.243 -2.626 -2.910
11 Cl -7.470 -6.545 2.301
12 Cl -0.307 0.202 -2.762
13 Cl 2.333 -0.779 -2.153
14 Cl -2.399 -2.703 5.049
15 Cl -4.075 -3.747 7.148
16 Cl -5.476 -8.392 1.339
17 Cl 0.030 -6.095 1.583
18 Cl -0.962 -3.458 2.207
19 Cl -3.661 -0.393 -1.624
20 Cl -2.722 -5.727 2.374
21 Cl -3.953 2.022 -3.156
22 F 1.585 5.365 -3.340
23 F 6.368 5.831 0.161
24 C 4.395 5.573 -1.909
25 C -1.367 -5.019 1.484
26 C 0.617 -1.111 -2.049
27 C -6.381 -7.856 2.755
28 C -4.779 0.579 -2.574
29 C 6.870 5.521 -1.109
30 C -3.315 -2.287 6.494
31 C 5.800 4.986 -2.054
32 C 2.389 2.960 -1.502
33 H 3.248 2.353 -1.184
34 H 7.662 4.790 -0.929
35 H 4.366 6.575 -2.352
36 H 1.647 2.286 -1.937
37 H 4.145 5.683 -0.851
38 H 3.730 3.678 -4.107
39 H 5.787 3.891 -1.979
40 H 7.327 6.444 -1.476
41 H 1.953 3.408 -0.603
42 H 6.166 5.199 -3.064

Values from the calculation:
net charge = -1
DFT total energy = -317754.972 eV
frontier orbital gap = 5.804 eV
lowest unoccupied orbital energy = 1.138 eV
E_HOMO = -4.67 eV



Entry 2:
DFT (ωB97M-V/def2-TZVPD) results for a structure of composition C9H10Cl4N2.

Geometry (Å):
1 Cl -0.165 0.010 3.914
2 Cl 1.256 1.083 1.783
3 Cl -1.351 -0.135 1.241
4 Cl -1.139 2.481 2.756
5 N 3.058 0.895 -0.674
6 N -3.568 -1.225 -0.552
7 C 4.259 2.481 -1.651
8 C 3.998 1.135 -1.687
9 C -4.397 -2.308 -0.730
10 C 2.753 2.112 -0.086
11 C -3.802 -3.452 -0.195
12 C 3.542 3.054 -0.656
13 C -0.361 0.871 2.394
14 C -2.496 -3.092 0.076
15 C -2.400 -1.719 -0.052
16 H 2.661 -0.018 -0.508
17 H -1.711 -3.740 0.438
18 H 4.378 0.273 -2.215
19 H 5.035 2.934 -2.251
20 H 1.917 2.157 0.596
21 H -5.429 -2.148 -1.002
22 H -1.595 -1.049 0.212
23 H -3.758 -0.260 -0.780
24 H 3.572 4.081 -0.324
25 H -4.256 -4.421 -0.045

Values from the calculation:
DFT total energy = -62559.931 eV
relative energy (zero: lowest compared OMol25 entry of this formula, charge and spin) = 380.9 kJ/mol
frontier orbital gap = 8.440 eV
lowest unoccupied orbital energy = 0.277 eV
E_HOMO = -8.16 eV



Entry 3:
DFT (ωB97M-V/def2-TZVPD) results for the molecule C9H10ClOP.

Geometry (Å):
1 Cl -4.846 0.452 -0.060
2 P 1.876 0.974 -0.356
3 O 1.124 2.459 -0.669
4 C -1.314 -1.400 -0.234
5 C -3.157 0.103 0.082
6 C -2.293 1.079 0.561
7 C 1.038 -0.538 0.137
8 C -2.671 -1.146 -0.271
9 C -0.404 -0.406 0.153
10 C 3.233 1.395 0.555
11 C -0.945 0.808 0.615
12 C 1.711 -1.828 -0.189
13 H 3.784 0.554 0.939
14 H 0.659 2.473 -1.509
15 H 1.595 -2.497 0.663
16 H 1.284 -2.327 -1.058
17 H -3.361 -1.913 -0.592
18 H 2.770 -1.674 -0.359
19 H -0.961 -2.374 -0.529
20 H -0.278 1.550 1.034
21 H -2.673 2.036 0.883
22 H 3.831 2.219 0.204

Values from the calculation:
DFT total energy = -33351.499 eV
relative energy (zero: lowest compared OMol25 entry of this formula, charge and spin) = 79.1 kJ/mol
frontier orbital gap (alpha / beta) = 6.492 / 6.357 eV
lowest unoccupied orbital energy (alpha / beta) = -0.669 / -0.828 eV
E_HOMO (alpha / beta) = -7.16 / -7.19 eV
SMILES = C=P(O)=C(C)c1ccc(Cl)cc1